1.
The following is a DFT calculation (ωB97M-V/def2-TZVPD) of C3H6S3 in the gas phase in a non-equilibrium geometry.

Calculated values
SMILES = C[C@@H](S)C(=S)S
multiplicity = 1
orbital gap = 8.3 eV
HOMO level = -8.834 eV
net charge = 0

Structure (XYZ):
```
12
Properties=species:S:1:pos:R:3:forces:R:3:nbo_charge:R:1
C -1.517 1.268 1.018 0.455 0.810 0.257 -0.6315
C -0.828 -0.050 0.679 -0.215 0.334 -0.624 -0.3971
S -1.855 -0.773 -0.693 0.599 -0.261 0.566 0.0047
C 0.568 0.113 0.136 0.928 1.140 -0.376 -0.2856
S 1.189 1.454 -0.597 -0.718 -0.638 0.314 0.0264
S 1.696 -1.203 0.272 -0.430 -0.561 0.667 0.1340
H -2.512 1.073 1.419 0.032 0.011 0.016 0.2250
H -1.608 1.920 0.126 0.032 -0.559 0.351 0.2393
H -0.937 1.875 1.748 -0.324 -0.587 -0.315 0.2289
H -0.777 -0.762 1.509 -0.342 0.231 -0.032 0.2240
H -1.047 -1.842 -0.785 -0.238 -0.107 -0.270 0.1240
H 1.063 -1.898 1.271 0.221 0.188 -0.554 0.1080
```
Positions in Å, forces in eV/Å.


2.
The following is a DFT calculation (ωB97M-V/def2-TZVPD) of C3H6S3 in the gas phase in a non-equilibrium geometry.

Calculated values
SMILES = S=C(CS)CS
multiplicity = 1
orbital gap = 8.3 eV
HOMO level = -8.854 eV
net charge = 0

Structure (XYZ):
```
12
Properties=species:S:1:pos:R:3:forces:R:3:nbo_charge:R:1
S 0.538 1.540 1.928 -0.001 -0.098 0.172 0.0829
C -0.005 0.589 0.742 0.522 -0.592 0.962 -0.0913
C -0.368 1.209 -0.553 1.385 0.413 -1.216 -0.5602
S 0.365 0.318 -2.093 -0.810 0.781 1.259 -0.0602
C -0.178 -0.911 0.931 0.329 0.581 0.389 -0.6007
S 1.354 -1.887 0.815 0.349 0.162 -0.314 -0.0118
H -1.443 1.330 -0.604 -0.219 -0.152 -0.428 0.2463
H 0.106 2.213 -0.558 -0.516 -0.605 -0.215 0.2543
H -0.703 -0.452 -2.293 -0.088 -0.192 -0.121 0.1259
H -0.853 -1.264 0.187 -0.704 -0.466 -0.430 0.2166
H -0.545 -1.140 1.948 0.090 0.219 -0.561 0.2582
H 1.731 -1.547 -0.450 -0.337 -0.051 0.503 0.1401
```
Positions in Å, forces in eV/Å.


3.
The following is a DFT calculation (ωB97M-V/def2-TZVPD) of C3H6S3 in the gas phase in a non-equilibrium geometry.

Calculated values
SMILES = CSC(=S)CS
multiplicity = 1
orbital gap = 8.5 eV
HOMO level = -8.759 eV
net charge = 0

Structure (XYZ):
```
12
Properties=species:S:1:pos:R:3:forces:R:3:nbo_charge:R:1
C -0.237 0.113 -2.590 0.767 0.068 -0.401 -0.7565
S -0.271 1.045 -1.052 -0.132 -0.651 0.242 0.3326
C -0.453 -0.254 0.128 -0.100 -0.526 -1.468 -0.2945
S -0.715 -1.828 -0.244 0.118 0.442 0.050 -0.0106
C -0.323 0.167 1.533 -0.468 2.799 -0.109 -0.5927
S 1.393 0.788 1.839 -1.142 0.605 0.338 0.0008
H -0.134 0.826 -3.416 -0.053 0.090 0.301 0.2344
H -1.144 -0.454 -2.745 -0.090 -0.212 0.131 0.2398
H 0.662 -0.537 -2.615 -0.680 0.216 0.136 0.2372
H -1.071 0.995 1.747 1.060 -0.641 -0.218 0.2463
H -0.591 -0.628 2.156 -0.043 -1.166 1.039 0.2440
H 1.832 -0.433 1.765 0.763 -1.024 -0.042 0.1192
```
Positions in Å, forces in eV/Å.


4.
The following is a DFT calculation (ωB97M-V/def2-TZVPD) of C3H6Si in the gas phase in a non-equilibrium geometry.

Calculated values
SMILES = CC#C[SiH3]
multiplicity = 1
orbital gap = 10.7 eV
HOMO level = -9.765 eV
net charge = 0

Structure (XYZ):
```
10
Properties=species:S:1:pos:R:3:forces:R:3:nbo_charge:R:1
C -2.282 0.000 -0.027 2.194 -1.162 1.308 -0.6995
C -0.802 0.018 0.050 0.425 0.143 0.467 0.0944
C 0.409 0.038 0.068 -1.028 0.087 0.776 -0.5443
Si 2.205 0.064 -0.009 0.811 -1.164 0.099 0.8397
H -2.670 -0.362 0.960 0.093 -0.265 -1.166 0.2418
H -2.544 1.028 -0.048 -0.883 0.820 -0.911 0.2445
H -2.379 -0.659 -0.902 -1.368 0.500 0.307 0.2545
H 2.237 0.042 -1.505 0.911 0.411 0.332 -0.1374
H 2.874 -1.195 0.535 -0.612 0.351 -0.462 -0.1577
H 2.953 1.025 0.877 -0.543 0.279 -0.751 -0.1362
```
Positions in Å, forces in eV/Å.


5.
The following is a DFT calculation (ωB97M-V/def2-TZVPD) of a 2-piece molecular cluster, C3H7BCl2O2 overall in a non-equilibrium geometry.

Calculated values
SMILES = OB(O)C(Cl)Cl.C=C
multiplicity = 1
orbital gap = 9.6 eV
HOMO level = -9.468 eV
net charge = 0

Structure (XYZ):
```
15
Properties=species:S:1:pos:R:3:forces:R:3:nbo_charge:R:1
O 2.271 1.997 0.557 -1.505 0.106 -1.156 -0.9143
B 0.998 1.827 -0.073 1.200 -0.795 0.787 1.1033
O -0.212 2.149 0.400 -0.409 0.432 -0.228 -0.8680
C 1.007 0.831 -1.309 3.306 0.342 0.539 -0.5625
Cl 1.452 -0.666 -0.346 0.086 -0.053 -0.356 -0.0433
Cl -0.339 0.522 -2.286 -1.089 0.115 -0.750 0.0479
H 2.526 2.875 0.838 -0.173 0.219 0.241 0.4982
H -0.265 2.570 1.251 0.099 0.296 0.530 0.5002
H 1.949 1.075 -1.901 -1.392 -0.610 0.353 0.2420
C -1.391 -1.861 1.086 -2.554 -3.326 -5.176 -0.3499
C -1.751 -2.514 -0.101 2.967 2.243 2.638 -0.3706
H -1.964 -1.108 1.461 -1.171 2.678 0.475 0.1784
H -0.981 -2.438 1.798 2.204 -1.808 2.435 0.1712
H -1.160 -3.332 -0.497 -0.232 -0.494 0.530 0.1863
H -2.140 -1.928 -0.879 -1.337 0.656 -0.862 0.1810
```
Positions in Å, forces in eV/Å.


6.
The following is a DFT calculation (ωB97M-V/def2-TZVPD) of C3H7BNO3 as an isolated structure in a non-equilibrium geometry.

Calculated values
multiplicity = 1
orbital gap = 11.1 eV
HOMO level = -15.244 eV
net charge = +1

Structure (XYZ):
```
15
Properties=species:S:1:pos:R:3:forces:R:3:nbo_charge:R:1
B -0.550 -0.457 1.364 1.156 -0.672 0.735 1.3618
C 0.481 1.305 0.455 1.242 -0.501 0.139 0.1234
C 0.949 -1.045 -0.174 2.138 0.977 2.981 0.0937
C -1.212 -0.130 -0.552 -2.555 -0.663 -1.809 0.0328
N 0.250 0.257 -0.614 0.014 -0.809 -0.946 -0.4336
O 0.040 0.747 1.632 -0.012 0.704 1.315 -0.6940
O 0.399 -1.457 1.073 -1.804 0.043 -0.393 -0.6869
O -1.781 -0.399 0.785 0.781 -0.191 -2.057 -0.6412
H 1.564 1.432 0.549 -0.212 0.636 -0.458 0.2200
H -0.116 2.138 0.194 -0.215 1.274 -0.370 0.2088
H 0.681 -1.710 -0.916 0.138 -1.707 -1.595 0.2043
H 2.024 -0.951 0.183 -0.896 0.403 -1.935 0.2532
H -1.743 0.690 -1.003 -0.384 0.656 0.323 0.2274
H -1.399 -0.958 -1.307 0.511 0.380 1.389 0.2334
H 0.413 0.539 -1.671 0.098 -0.530 2.682 0.4967
```
Positions in Å, forces in eV/Å.


Relative energy (zero: lowest compared OMol25 entry of this formula, charge and spin), record by record: 44.5; 76.3; 39.9; 34.9; 206.3; 9.7 kJ/mol